No. 1
Molecular formula: C33H30Cl5N8O2Tc
Method: DFT, ωB97M-V/def2-TZVPD

Calculated values
highest occupied orbital energy (alpha / beta) = -16.26 / -16.26 eV
⟨S²⟩ = 3.780
LUMO (alpha / beta) = -0.32219 / -0.38206 Eh
frontier orbital gap (alpha / beta) = 0.275 / 0.215 Ha

```
! wB97M-V def2-TZVPD RIJCOSX def2/J DEFGRID3
* xyz 3 4
Tc -0.091 -1.003 0.300
C 1.152 -5.104 -0.781
O -0.227 -4.871 -1.234
C -0.526 -3.644 -0.943
N 0.382 -2.918 -0.369
C 1.654 -3.702 -0.369
C 2.626 -3.059 -1.331
C 2.236 -2.795 -2.647
C 3.105 -2.155 -3.520
C 4.376 -1.783 -3.084
C 4.772 -2.063 -1.784
C 3.896 -2.698 -0.909
C -1.805 -3.066 -1.363
C -2.775 -3.811 -1.997
C -3.879 -3.137 -2.508
C -3.920 -1.761 -2.399
C -2.891 -1.090 -1.738
N -1.856 -1.730 -1.189
C -2.885 0.388 -1.693
N -1.965 1.077 -1.164
C -2.336 2.497 -1.385
C -3.659 2.411 -2.194
O -3.902 0.980 -2.312
C -2.507 3.283 -0.107
C -2.006 4.576 -0.017
C -2.294 5.369 1.089
C -3.094 4.875 2.108
C -3.599 3.582 2.024
C -3.300 2.787 0.927
H 1.696 -5.530 -1.618
H 1.104 -5.814 0.040
H 2.076 -3.718 0.635
H 1.261 -3.107 -3.010
H 2.809 -1.982 -4.547
H 5.068 -1.313 -3.772
H 5.769 -1.803 -1.453
H 4.215 -2.923 0.102
H -2.659 -4.882 -2.097
H -4.672 -3.676 -3.008
H -4.729 -1.185 -2.825
H -1.546 2.955 -1.983
H -3.593 2.825 -3.196
H -4.503 2.847 -1.667
H -1.429 4.988 -0.840
H -1.925 6.386 1.134
H -3.347 5.502 2.953
H -4.248 3.204 2.805
H -3.729 1.793 0.849
Cl -1.384 -2.125 2.151
C 0.271 -2.067 2.795
C 1.108 -1.390 1.937
C 2.393 -1.125 2.377
Cl 3.448 -0.115 1.456
C 2.820 -1.629 3.614
Cl 4.411 -1.337 4.145
C 1.941 -2.361 4.432
Cl 2.462 -2.973 5.927
C 0.613 -2.568 4.031
Cl -0.530 -3.379 4.995
C -0.118 2.815 3.115
N 0.542 2.941 1.811
C 1.262 4.181 1.497
C 0.487 1.925 0.964
N -0.250 0.855 1.158
N 1.274 2.035 -0.178
C 1.625 1.062 -1.064
N 2.479 1.410 -2.021
N 1.184 -0.177 -0.979
H 0.223 3.624 3.753
H 0.166 1.874 3.590
H -1.202 2.884 3.016
H 1.062 4.900 2.283
H 0.896 4.619 0.567
H 2.341 4.016 1.461
H -0.860 0.942 1.963
H 1.755 2.915 -0.282
H 2.847 2.344 -2.110
H 2.858 0.707 -2.640
H 1.581 -0.804 -1.680
*
```

Here are the Löwdin charges for atoms 1 to 4, given in e: Tc 1.54; C 0.02; O 0.10; C -0.33


No. 2
Molecular formula: C40H69N2O5PPdTe
Method: DFT, ωB97M-V/def2-TZVPD

Calculated values
highest occupied orbital energy (alpha / beta) = -6.90 / -6.82 eV
⟨S²⟩ = 6.051
relative energy (zero: lowest compared OMol25 entry of this formula, charge and spin) = 344.6 kJ/mol
LUMO (alpha / beta) = 0.01882 / -0.05997 Eh
frontier orbital gap (alpha / beta) = 0.273 / 0.191 Ha

```
! wB97M-V def2-TZVPD RIJCOSX def2/J DEFGRID3
* xyz 0 5
Pd -18.983 -4.190 7.281
C -18.936 -4.460 10.832
N -19.961 -4.630 9.785
C -20.874 -5.744 10.119
C -20.832 -3.402 9.894
C -20.233 -2.203 9.219
N -20.425 -2.207 7.748
C -19.666 -1.149 7.149
C -19.433 -1.136 5.588
C -20.013 -0.188 4.759
C -19.679 -0.051 3.442
C -18.781 -1.020 2.896
C -18.167 -1.965 3.678
C -18.458 -2.044 5.106
O -17.843 -2.961 5.874
C -16.893 -2.771 3.284
C -16.755 -2.654 1.734
C -15.722 -2.065 4.065
C -16.935 -4.308 3.613
C -20.273 1.012 2.444
C -21.132 1.970 3.324
C -19.204 1.764 1.606
C -21.150 0.377 1.520
C -21.814 -2.314 7.360
C -22.302 -1.899 6.021
C -23.254 -0.922 5.951
C -23.926 -0.769 4.761
C -23.593 -1.433 3.628
C -22.643 -2.455 3.571
C -22.052 -2.733 4.805
O -21.445 -3.758 4.964
C -22.731 -3.397 2.435
C -23.679 -2.989 1.342
C -21.334 -3.481 1.830
C -23.216 -4.762 2.958
C -25.140 0.137 4.650
C -26.355 -0.624 5.222
C -25.421 0.626 3.227
C -24.981 1.408 5.606
H -19.299 -4.529 11.902
H -18.452 -3.572 10.667
H -18.339 -5.338 10.608
H -21.568 -5.486 10.965
H -20.257 -6.598 10.276
H -21.442 -5.991 9.208
H -21.043 -3.355 10.965
H -21.809 -3.744 9.484
H -19.145 -2.100 9.480
H -20.849 -1.329 9.570
H -18.633 -1.211 7.581
H -20.180 -0.233 7.457
H -20.603 0.548 5.294
H -18.332 -0.925 1.833
H -16.420 -1.693 1.341
H -17.645 -3.095 1.229
H -15.836 -3.220 1.336
H -15.331 -1.294 3.361
H -14.917 -2.761 4.324
H -16.004 -1.530 5.015
H -17.935 -4.754 3.378
H -16.720 -4.395 4.656
H -16.043 -4.835 3.182
H -20.604 2.554 4.037
H -21.786 1.367 3.915
H -21.668 2.765 2.789
H -18.384 2.093 2.258
H -19.708 2.603 1.140
H -18.815 1.090 0.880
H -21.844 -0.243 2.075
H -20.725 -0.396 0.867
H -21.736 1.167 0.977
H -22.242 -1.852 8.230
H -22.077 -3.408 7.439
H -23.611 -0.287 6.745
H -24.256 -1.226 2.718
H -23.551 -1.977 0.949
H -24.759 -3.090 1.587
H -23.619 -3.719 0.521
H -21.166 -4.219 1.069
H -20.715 -3.776 2.609
H -20.881 -2.575 1.431
H -24.095 -4.666 3.545
H -22.502 -5.279 3.608
H -23.375 -5.491 2.178
H -26.517 -1.455 4.473
H -27.133 0.086 5.262
H -26.142 -0.944 6.251
H -25.809 -0.156 2.641
H -24.477 0.942 2.807
H -26.143 1.534 3.281
H -24.955 1.144 6.724
H -25.864 2.055 5.539
H -24.058 1.993 5.380
Te -20.727 -5.908 6.138
C -17.852 -8.534 5.508
C -17.279 -7.249 5.109
O -16.532 -6.595 6.224
P -17.137 -5.784 7.484
O -15.732 -5.185 8.011
C -15.231 -4.013 7.337
C -15.286 -2.855 8.310
O -17.388 -6.867 8.656
C -16.520 -7.979 8.997
C -17.368 -9.053 9.695
H -18.608 -8.930 4.877
H -18.329 -8.483 6.497
H -16.985 -9.257 5.609
H -18.114 -6.497 4.924
H -16.502 -7.325 4.350
H -15.898 -3.743 6.504
H -14.214 -4.294 6.996
H -16.236 -2.610 8.605
H -14.872 -1.860 7.944
H -14.754 -3.005 9.260
H -15.716 -7.675 9.585
H -15.994 -8.383 8.136
H -17.813 -8.576 10.565
H -16.702 -9.803 10.086
H -18.160 -9.487 9.111
*
```

Here are the Löwdin charges for atoms 1 to 4, given in e: Pd 0.48; C -0.09; N -0.28; C -0.11


No. 3
Molecular formula: C9H8SSe
Method: DFT, ωB97M-V/def2-TZVPD

Calculated values
highest occupied orbital energy = -7.74 eV
LUMO = 0.02288 Eh
frontier orbital gap = 0.307 Ha

```
! wB97M-V def2-TZVPD RIJCOSX def2/J DEFGRID3
* xyz 0 1
C 2.267 -1.959 0.093
C 3.265 -0.940 0.117
C 0.935 -1.665 0.189
C 2.941 0.386 0.001
C -0.858 1.710 -0.155
C 0.657 -0.311 0.247
C 1.567 0.749 0.120
C -1.178 0.456 0.142
C -4.152 0.629 -0.217
S 0.798 2.310 0.049
Se -2.673 -0.689 0.019
H 2.683 -3.036 0.136
H 4.369 -1.095 0.060
H 0.267 -2.511 0.168
H 3.822 0.999 -0.057
H -1.568 2.562 -0.464
H -4.106 0.862 -1.189
H -4.969 0.183 0.173
H -4.068 1.358 0.567
*
```

Here are the Löwdin charges for atoms 1 to 4, given in e: C -0.10; C -0.11; C -0.09; C -0.10


No. 4
Molecular formula: C25H50N2O2P2W
Method: DFT, ωB97M-V/def2-TZVPD

Calculated values
highest occupied orbital energy (alpha / beta) = -21.36 / -21.38 eV
⟨S²⟩ = 2.038
relative energy (zero: lowest compared OMol25 entry of this formula, charge and spin) = 0.0 kJ/mol
LUMO (alpha / beta) = -0.56657 / -0.57938 Eh
frontier orbital gap (alpha / beta) = 0.218 / 0.206 Ha

```
! wB97M-V def2-TZVPD RIJCOSX def2/J DEFGRID3
* xyz 4 3
W -0.056 0.504 -0.755
C -1.160 0.865 0.838
O -1.812 1.022 1.825
C 1.385 -0.633 -0.014
O 2.261 -1.279 0.466
P -1.287 -1.653 -1.482
C -1.562 -1.808 -3.321
H -1.864 -2.855 -3.457
C -0.344 -3.240 -1.160
H 0.654 -2.968 -1.545
C -3.038 -1.912 -0.867
H -3.507 -0.961 -1.174
C 0.782 3.611 1.117
P 1.448 2.244 0.069
H 2.097 3.491 -1.800
H -0.213 3.810 0.689
C 3.277 2.424 0.271
H 3.413 3.462 -0.077
C -0.190 -3.579 0.321
H 0.521 -4.415 0.408
H -1.134 -3.921 0.764
H 0.208 -2.758 0.929
C -0.818 -4.495 -1.905
H -1.835 -4.783 -1.619
H -0.158 -5.326 -1.620
H -0.761 -4.405 -2.993
C -3.822 -3.063 -1.507
H -3.726 -3.127 -2.594
H -4.887 -2.904 -1.288
H -3.557 -4.030 -1.062
C -3.174 -2.030 0.648
H -4.244 -2.019 0.908
H -2.699 -1.208 1.194
H -2.776 -2.985 1.015
C -2.698 -0.917 -3.847
H -3.637 -1.480 -3.979
H -2.409 -0.530 -4.837
H -2.903 -0.049 -3.197
C -0.271 -1.593 -4.113
H 0.051 -0.544 -4.069
H -0.463 -1.824 -5.171
H 0.559 -2.229 -3.782
C 1.613 4.895 1.055
H 1.714 5.301 0.043
H 2.611 4.761 1.485
H 1.096 5.647 1.663
C 0.588 3.141 2.564
H 1.289 2.347 2.862
C 1.449 1.588 -2.621
H -0.422 2.746 2.720
H 0.726 3.999 3.239
C -0.076 3.562 -1.903
H 0.712 0.712 -2.456
H 1.273 1.921 -3.660
H 2.464 1.168 -2.578
C 1.245 2.796 -1.689
H -0.313 3.614 -2.976
H 0.052 4.587 -1.522
H -0.942 3.112 -1.388
C 4.111 1.512 -0.634
H 3.848 0.454 -0.478
H 5.168 1.655 -0.365
H 4.017 1.765 -1.694
C 3.804 2.311 1.707
H 3.781 1.268 2.050
H 3.283 2.944 2.433
H 4.861 2.621 1.694
H -1.682 0.839 -1.169
H -1.080 0.710 -2.108
N 1.723 0.233 3.362
C 0.648 -0.489 3.831
C 0.196 -0.300 5.164
C -0.908 -1.026 5.598
C -1.535 -1.884 4.687
C -1.028 -1.970 3.384
N 0.040 -1.295 2.950
H 2.118 -0.082 2.470
H 2.389 0.533 4.065
H 0.725 0.424 5.788
H -1.282 -0.937 6.617
H -2.416 -2.472 4.930
H -1.510 -2.619 2.649
*
```

Here are the Löwdin charges for atoms 1 to 4, given in e: W 0.92; C -0.23; O 0.15; C -0.23


No. 5
Molecular formula: C4H7NS3
Method: DFT, ωB97M-V/def2-TZVPD

Calculated values
highest occupied orbital energy = -8.35 eV
relative energy (zero: lowest compared OMol25 entry of this formula, charge and spin) = 554.2 kJ/mol
LUMO = -0.00754 Eh
frontier orbital gap = 0.299 Ha

```
! wB97M-V def2-TZVPD RIJCOSX def2/J DEFGRID3
* xyz 0 1
C 2.859 0.217 -0.692
C 1.356 0.300 -1.152
C -1.189 1.259 -0.150
C -2.178 -1.823 1.733
H 3.267 0.618 -2.073
H 3.113 -1.126 -0.523
H 3.182 0.901 0.280
H -1.418 2.478 -0.177
H -1.394 0.666 -1.118
H -2.137 -2.839 1.360
H -3.154 -1.379 2.295
N -1.543 -0.925 1.226
S 0.556 -0.191 -2.539
S 0.594 1.085 0.263
S -1.915 0.757 1.265
*
```

Here are the Löwdin charges for atoms 1 to 4, given in e: C -0.25; C -1.20; C -0.88; C -0.18


No. 6
Molecular formula: C28H31F6FeN7O5PS3
Method: DFT, ωB97M-V/def2-TZVPD

Calculated values
highest occupied orbital energy (alpha / beta) = 0.92 / -2.59 eV
⟨S²⟩ = 8.774
relative energy (zero: lowest compared OMol25 entry of this formula, charge and spin) = 14.1 kJ/mol
LUMO (alpha / beta) = 0.16425 / 0.16422 Eh
frontier orbital gap (alpha / beta) = 0.131 / 0.259 Ha

```
! wB97M-V def2-TZVPD RIJCOSX def2/J DEFGRID3
* xyz -2 6
Fe 0.112 0.317 -0.303
N -0.012 -4.713 5.413
C 0.746 -3.840 4.603
C 1.024 -4.167 3.279
C 1.765 -3.307 2.486
C 2.238 -2.114 3.006
C 1.993 -1.792 4.334
C 1.255 -2.654 5.128
S 3.017 -0.932 1.924
O 4.015 -0.225 2.690
O 3.451 -1.676 0.766
N 1.783 -0.037 1.471
C 1.238 0.961 2.182
N 0.300 1.620 1.439
C -0.384 2.598 1.987
C -0.153 2.993 3.300
C 0.807 2.266 3.986
N 1.500 1.261 3.467
H -0.663 -5.261 4.867
H -0.519 -4.215 6.130
H 0.630 -5.087 2.859
H 1.956 -3.541 1.447
H 2.356 -0.848 4.719
H 1.046 -2.394 6.161
H -1.131 3.068 1.356
H -0.701 3.801 3.761
H 1.024 2.498 5.026
N 2.364 -0.858 -2.617
C 1.680 -1.867 -2.010
C 1.999 -3.171 -2.454
C 1.348 -4.253 -1.927
C 0.373 -4.044 -0.955
C 0.113 -2.746 -0.580
N 0.730 -1.664 -1.086
C 2.610 0.495 -2.288
C 3.619 1.108 -2.996
C 3.923 2.483 -2.740
C 3.174 3.083 -1.715
C 2.189 2.394 -1.063
N 1.833 1.075 -1.362
H 3.046 -1.198 -3.273
H 2.774 -3.293 -3.200
H 1.597 -5.252 -2.266
H -0.183 -4.853 -0.503
H -0.634 -2.531 0.169
H 4.179 0.528 -3.723
H 4.716 2.999 -3.263
H 3.360 4.109 -1.413
H 1.606 2.863 -0.284
C -2.712 -3.200 4.412
C -3.665 -2.230 3.744
O -3.796 -2.567 2.363
P -3.234 -1.532 1.246
S -3.473 -2.316 -0.522
S -1.424 -0.895 1.811
O -4.279 -0.314 1.525
C -3.976 0.932 0.875
C -5.268 1.686 0.666
H -2.642 -2.993 5.484
H -1.721 -3.093 3.967
H -3.055 -4.228 4.274
H -3.295 -1.209 3.854
H -4.666 -2.280 4.183
H -3.478 0.747 -0.078
H -3.279 1.487 1.508
H -5.932 1.122 0.009
H -5.060 2.651 0.201
H -5.781 1.854 1.616
C -0.310 2.328 -3.386
C -1.446 2.181 -2.363
O -1.137 1.434 -1.290
C -2.657 1.535 -3.092
F -3.013 2.189 -4.232
F -3.765 1.481 -2.333
F -2.358 0.281 -3.454
C -1.845 3.592 -1.859
F -2.752 3.554 -0.865
F -2.371 4.391 -2.823
F -0.774 4.242 -1.372
H -0.004 1.330 -3.694
H 0.543 2.806 -2.912
H -0.621 2.902 -4.261
*
```

Here are the Löwdin charges for atoms 1 to 4, given in e: Fe 0.70; N 0.07; C -0.35; C -0.04


No. 7
Molecular formula: CH4O2P2
Method: DFT, ωB97M-V/def2-TZVPD

Calculated values
highest occupied orbital energy = -9.68 eV
relative energy (zero: lowest compared OMol25 entry of this formula, charge and spin) = 20.3 kJ/mol
LUMO = -0.00661 Eh
frontier orbital gap = 0.349 Ha
SMILES string = CPOP=O

```
! wB97M-V def2-TZVPD RIJCOSX def2/J DEFGRID3
* xyz 0 1
C 0.195 0.677 -0.463
P -1.100 -0.678 -0.959
O -0.302 -1.444 -2.278
P 0.069 -1.140 -3.851
O 0.188 0.290 -3.998
H -0.434 1.581 -0.115
H 0.644 0.277 0.418
H 0.848 0.807 -1.371
H -1.811 0.314 -1.887
*
```

Here are the Löwdin charges for atoms 1 to 4, given in e: C -0.33; P 0.82; O -0.81; P 0.76


No. 8
Molecular formula: C7H5N2O2
Method: DFT, ωB97M-V/def2-TZVPD

Calculated values
highest occupied orbital energy (alpha / beta) = -13.64 / -13.64 eV
relative energy (zero: lowest compared OMol25 entry of this formula, charge and spin) = 0.0 kJ/mol
LUMO (alpha / beta) = -0.21364 / -0.21361 Eh
frontier orbital gap (alpha / beta) = 0.288 / 0.288 Ha

```
! wB97M-V def2-TZVPD RIJCOSX def2/J DEFGRID3
* xyz 1 1
C -1.381 0.040 1.135
C -1.909 -1.046 0.552
C 0.446 1.753 1.177
C -0.136 0.640 0.680
C 0.528 -0.023 -0.410
C -1.274 -1.702 -0.570
C 2.345 1.533 -0.449
N 0.000 -1.089 -0.957
N 1.737 0.457 -0.898
O -1.632 -2.641 -1.210
O 3.223 2.280 -0.475
H -1.869 0.521 1.969
H -2.834 -1.489 0.890
H 0.138 2.414 1.960
H 0.439 -1.585 -1.733
H 2.178 -0.062 -1.663
*
```

Here are the Löwdin charges for atoms 1 to 4, given in e: C 0.02; C 0.04; C 0.27; C -0.25